{
  "formula": "C3H8O2PS",
  "method": "ωB97M-V with the def2-TZVPD basis set",
  "homo_energy_ha": -0.1160,
  "de_lowest_kj_mol": 207.1,
  "e_lumo_ev": 3.416,
  "e_tot_ev": -27460.502,
  "total_charge": -1,
  "symbols": ["S", "P", "O", "O", "C", "C", "C", "H", "H", "H", "H", "H", "H", "H", "H"],
  "coordinates": [[1.442, 0.984, -1.696], [-0.406, -0.392, 1.533], [-1.090, 0.568, 2.412], [-0.947, -1.743, 1.264], [1.401, -0.468, 1.682], [-1.100, 0.497, -0.905], [-0.115, 0.294, -2.151], [1.724, -1.306, 1.145], [-1.426, 1.501, -1.072], [-0.104, -0.713, -2.565], [-1.876, -0.107, -0.610], [1.653, 0.481, 1.255], [-0.285, 0.160, -0.095], [1.725, -0.601, 2.806], [-0.596, 0.844, -3.002]]
}



{
  "formula": "C3H8O2S",
  "method": "ωB97M-V with the def2-TZVPD basis set",
  "homo_energy_ha": -0.0059,
  "de_lowest_kj_mol": 143.3,
  "e_lumo_ev": 5.852,
  "e_tot_ev": -18167.972,
  "total_charge": -2,
  "symbols": ["S", "O", "O", "C", "C", "C", "H", "H", "H", "H", "H", "H", "H", "H"],
  "coordinates": [[-1.954, 0.424, -3.173], [1.018, 0.192, 1.313], [3.960, -0.371, 1.876], [-1.819, 0.081, -1.417], [-0.283, 0.058, -0.812], [-0.225, -0.093, 0.705], [1.980, -0.032, 1.235], [0.214, -0.814, -1.230], [-0.761, -1.059, 1.060], [-2.499, 0.696, -0.787], [-2.184, -0.939, -1.170], [-0.899, 0.689, 1.280], [0.195, 1.030, -1.071], [3.257, 0.137, 2.191]]
}



{
  "formula": "C3H8O2S",
  "method": "ωB97M-V with the def2-TZVPD basis set",
  "homo_energy_ha": -0.3469,
  "de_lowest_kj_mol": 294.6,
  "e_lumo_ev": -0.984,
  "e_tot_ev": -18168.191,
  "total_charge": 0,
  "symbols": ["S", "O", "O", "C", "C", "C", "H", "H", "H", "H", "H", "H", "H", "H"],
  "coordinates": [[0.587, -1.697, 1.140], [-0.709, 0.590, -3.058], [-1.331, 0.491, 2.221], [-0.284, -0.063, -0.884], [0.961, -0.647, -0.287], [-0.040, 0.826, -2.073], [1.078, -0.104, 1.975], [1.717, 0.120, -0.094], [-0.852, 0.458, -0.092], [0.641, 1.699, -1.996], [-0.952, -0.867, -1.256], [1.394, -1.337, -1.033], [-1.364, 0.910, 3.102], [-0.846, -0.378, 2.335]]
}



{
  "formula": "C3H8O2S",
  "method": "ωB97M-V with the def2-TZVPD basis set",
  "homo_energy_ha": -0.3422,
  "de_lowest_kj_mol": 292.7,
  "e_lumo_ev": -0.723,
  "e_tot_ev": -18168.211,
  "total_charge": 0,
  "symbols": ["S", "O", "O", "C", "C", "C", "H", "H", "H", "H", "H", "H", "H", "H"],
  "coordinates": [[2.422, 1.529, 0.467], [-1.484, -0.164, -2.240], [-1.646, -1.204, 0.072], [-0.047, 0.425, 0.621], [1.429, 0.091, 0.867], [-0.908, -0.730, 0.925], [-0.100, 1.240, 1.355], [1.728, -0.138, 1.894], [-2.199, -0.102, -2.913], [-1.771, -0.790, -1.552], [1.743, -0.714, 0.191], [1.979, 0.918, -1.259], [-0.846, -1.215, 1.912], [-0.300, 0.855, -0.341]]
}



{
  "formula": "C3H8O2S",
  "method": "ωB97M-V with the def2-TZVPD basis set",
  "homo_energy_ha": [-0.5658, -0.5197],
  "de_lowest_kj_mol": 210.9,
  "e_lumo_ev": [-4.301, -9.734],
  "multiplicity": 2,
  "e_tot_ev": -18159.994,
  "total_charge": 1,
  "symbols": ["S", "O", "O", "C", "C", "C", "H", "H", "H", "H", "H", "H", "H", "H"],
  "coordinates": [[1.098, 0.731, -1.699], [-2.126, -0.645, -1.487], [-0.518, -0.235, 3.168], [0.603, -0.341, -0.291], [-0.083, -0.579, 2.070], [0.038, 0.481, 0.883], [0.111, -1.579, 1.936], [2.397, 0.411, -1.755], [-1.797, -1.266, -2.073], [-1.500, 0.091, -1.614], [1.500, -0.910, 0.022], [-0.961, 1.054, 0.648], [0.685, 1.273, 1.204], [-0.196, -1.083, -0.608]]
}



{
  "formula": "C3H8O2S2",
  "method": "ωB97M-V with the def2-TZVPD basis set",
  "homo_energy_ha": -0.3383,
  "de_lowest_kj_mol": 128.6,
  "e_lumo_ev": 0.333,
  "e_tot_ev": -29005.515,
  "total_charge": 0,
  "smiles": "O=CCCSS.O",
  "symbols": ["S", "S", "O", "O", "C", "C", "C", "H", "H", "H", "H", "H", "H", "H", "H"],
  "coordinates": [[0.960, 2.453, -1.169], [-0.885, 1.812, -0.524], [-3.057, 0.187, 0.702], [4.684, -0.492, 2.264], [-2.269, -0.699, 0.539], [-1.503, -0.968, -0.737], [-1.169, 0.341, -1.504], [-0.635, -1.559, -0.446], [-0.309, 0.121, -2.124], [1.743, 1.812, -0.286], [-2.138, -1.548, -1.406], [4.771, 0.245, 2.888], [3.836, -0.904, 2.491], [-1.979, -1.298, 1.428], [-2.051, 0.496, -2.116]]
}



{
  "formula": "C3H8O2Si",
  "method": "ωB97M-V with the def2-TZVPD basis set",
  "homo_energy_ha": -0.3795,
  "de_lowest_kj_mol": 227.7,
  "e_lumo_ev": 0.318,
  "e_tot_ev": -15212.902,
  "total_charge": 0,
  "smiles": "O=[SiH]O.C=CC",
  "symbols": ["Si", "O", "O", "C", "C", "C", "H", "H", "H", "H", "H", "H", "H", "H"],
  "coordinates": [[-1.866, -0.666, 0.274], [-1.891, -2.103, -0.122], [-2.268, 0.543, -0.705], [1.464, -0.708, -0.501], [0.728, 0.597, -0.307], [0.584, 1.044, 0.931], [0.324, 2.097, 1.134], [0.914, -1.527, -0.355], [-1.563, 0.735, -1.280], [-1.756, -0.077, 1.607], [1.864, -0.681, -1.510], [0.597, 1.116, -1.267], [0.597, 0.435, 1.847], [2.273, -0.803, 0.254]]
}



{
  "formula": "C3H8O2Si",
  "method": "ωB97M-V with the def2-TZVPD basis set",
  "homo_energy_ha": -0.3632,
  "de_lowest_kj_mol": 208.1,
  "e_lumo_ev": 0.010,
  "e_tot_ev": -15213.104,
  "total_charge": 0,
  "smiles": "O=[SiH]O.C=CC",
  "symbols": ["Si", "O", "O", "C", "C", "C", "H", "H", "H", "H", "H", "H", "H", "H"],
  "coordinates": [[0.213, 1.526, -3.182], [-0.097, 2.383, -1.849], [1.573, 1.009, -3.618], [-0.152, -1.938, 0.952], [0.133, -0.851, 1.927], [-0.426, 0.332, 1.945], [0.117, 1.032, 2.557], [-0.451, -1.486, 0.083], [1.057, -0.930, 2.471], [-1.319, 0.778, 1.531], [-1.120, 1.065, -3.579], [0.779, -2.530, 0.814], [0.608, 2.352, -1.213], [-0.915, -2.743, 1.162]]
}



{
  "formula": "C3H8O2Tl",
  "method": "ωB97M-V with the def2-TZVPD basis set",
  "homo_energy_ha": [-0.2827, -0.2675],
  "e_lumo_ev": [0.511, -2.043],
  "multiplicity": 2,
  "e_tot_ev": -12020.855,
  "total_charge": 0,
  "symbols": ["Tl", "O", "O", "C", "C", "C", "H", "H", "H", "H", "H", "H", "H", "H"],
  "coordinates": [[-1.292, 1.458, -0.795], [-0.690, -0.044, 0.606], [0.348, 2.197, -1.404], [0.339, -0.780, -0.090], [-0.476, 0.090, 1.994], [0.265, -0.464, -1.562], [0.072, -0.086, -2.576], [1.025, 1.064, -1.706], [0.466, 0.616, 2.218], [0.203, -1.467, -2.019], [-0.427, -0.909, 2.455], [-1.305, 0.688, 2.390], [1.314, -0.517, 0.354], [0.158, -1.846, 0.135]]
}



{
  "formula": "C3H8O3",
  "method": "ωB97M-V with the def2-TZVPD basis set",
  "homo_energy_ha": -0.3455,
  "de_lowest_kj_mol": 272.0,
  "e_lumo_ev": 0.770,
  "e_tot_ev": -9380.983,
  "total_charge": 0,
  "smiles": "OCC(O)CO",
  "symbols": ["O", "O", "O", "C", "C", "C", "H", "H", "H", "H", "H", "H", "H", "H"],
  "coordinates": [[1.363, 0.983, 0.638], [-0.630, -1.013, 1.363], [-1.053, 1.247, 0.031], [-0.886, -0.995, -0.046], [-0.254, 0.238, -0.658], [1.399, 0.088, -0.443], [-0.369, 0.436, -1.714], [1.950, -0.839, -0.096], [2.091, 0.480, -1.225], [-0.410, -1.873, -0.473], [-0.826, 2.163, -0.176], [-1.244, -0.375, 1.758], [-1.966, -0.999, -0.227], [0.835, 0.460, 1.266]]
}



{
  "formula": "C3H8O3",
  "method": "ωB97M-V with the def2-TZVPD basis set",
  "homo_energy_ha": -0.3858,
  "de_lowest_kj_mol": 66.2,
  "e_lumo_ev": 0.703,
  "e_tot_ev": -9383.116,
  "total_charge": 0,
  "symbols": ["O", "O", "O", "C", "C", "C", "H", "H", "H", "H", "H", "H", "H", "H"],
  "coordinates": [[1.441, -0.583, -0.690], [0.438, -0.937, -2.795], [-0.764, -0.661, -0.706], [0.290, -0.231, -0.219], [-0.924, 0.878, 1.894], [0.296, 0.549, 1.100], [-0.306, -1.037, -2.067], [1.217, -0.914, -1.756], [-0.814, 1.724, 2.537], [0.432, -1.769, -3.284], [-1.647, 1.409, 1.233], [0.684, 1.489, 0.752], [-1.436, 0.009, 2.296], [1.093, 0.072, 1.706]]
}



{
  "formula": "C3H8O3",
  "method": "ωB97M-V with the def2-TZVPD basis set",
  "homo_energy_ha": -0.3865,
  "de_lowest_kj_mol": 123.1,
  "e_lumo_ev": 0.568,
  "e_tot_ev": -9382.526,
  "total_charge": 0,
  "smiles": "O=CO.CCO",
  "symbols": ["O", "O", "O", "C", "C", "C", "H", "H", "H", "H", "H", "H", "H", "H"],
  "coordinates": [[0.075, 1.713, 1.540], [0.093, -2.416, -0.616], [-1.826, 2.230, 0.517], [-1.281, 1.697, 1.417], [0.226, -1.034, -0.286], [0.669, -0.164, -1.468], [0.961, -0.912, 0.515], [-0.125, -0.153, -2.213], [0.422, 0.877, 1.855], [-1.804, 1.350, 2.319], [-0.771, -0.740, 0.035], [1.616, -0.538, -1.845], [0.763, 0.864, -1.111], [0.981, -2.774, -0.660]]
}



{
  "formula": "C3H8O3",
  "method": "ωB97M-V with the def2-TZVPD basis set",
  "homo_energy_ha": -0.3951,
  "de_lowest_kj_mol": 368.9,
  "e_lumo_ev": 0.684,
  "e_tot_ev": -9379.978,
  "total_charge": 0,
  "symbols": ["O", "O", "O", "C", "C", "C", "H", "H", "H", "H", "H", "H", "H", "H"],
  "coordinates": [[1.329, -0.623, 1.210], [2.095, 0.552, -0.530], [0.578, 1.531, 0.883], [-2.054, -0.869, -1.563], [0.987, 0.341, 0.297], [-1.116, -0.770, -2.288], [1.874, 1.198, -1.208], [-2.412, -0.555, 2.369], [0.115, -0.024, -0.264], [1.246, 1.834, 1.514], [-2.879, -0.929, -0.908], [-0.295, -0.714, -2.941], [-1.733, -0.451, 2.002], [2.266, -0.522, 1.427]]
}



{
  "formula": "C3H8O3S",
  "method": "ωB97M-V with the def2-TZVPD basis set",
  "homo_energy_ha": [-0.3353, -0.3606],
  "de_lowest_kj_mol": 553.6,
  "e_lumo_ev": [-2.465, -1.127],
  "e_tot_ev": -20213.213,
  "total_charge": 0,
  "symbols": ["S", "O", "O", "O", "C", "C", "C", "H", "H", "H", "H", "H", "H", "H", "H"],
  "coordinates": [[2.640, 0.149, 0.213], [-0.488, -1.557, -0.485], [2.690, -1.330, 0.469], [3.674, 0.732, -0.661], [-2.300, 0.031, -0.005], [-0.788, -0.334, 0.109], [-0.048, 0.773, -0.516], [0.476, -1.561, -0.128], [-0.164, 1.768, 0.000], [-0.599, -0.309, 1.116], [2.994, 0.653, 1.746], [-2.421, 1.090, -0.395], [-2.864, -0.116, 0.951], [-2.839, -0.700, -0.843], [0.039, 0.711, -1.572]]
}



{
  "formula": "C3H8O3Sm",
  "method": "ωB97M-V with the def2-TZVPD basis set",
  "homo_energy_ha": [-0.2001, -0.3175],
  "de_lowest_kj_mol": 0.0,
  "e_lumo_ev": [0.200, -0.156],
  "multiplicity": 7,
  "e_tot_ev": -27286.294,
  "total_charge": 0,
  "symbols": ["Sm", "O", "O", "O", "C", "C", "C", "H", "H", "H", "H", "H", "H", "H", "H"],
  "coordinates": [[-1.331, 0.236, 1.594], [-0.283, 0.079, 3.547], [-1.896, -1.034, 0.041], [0.221, 0.604, -0.235], [-1.325, -0.909, -1.218], [1.499, 1.212, -0.153], [0.146, -0.514, -1.133], [0.781, -1.339, -0.718], [1.869, 1.433, -1.164], [2.210, 0.548, 0.361], [1.387, 2.139, 0.421], [-1.373, -1.851, -1.797], [-1.852, -0.135, -1.815], [-0.599, -0.256, 4.385], [0.544, -0.214, -2.115]]
}



{
  "formula": "C3H8O3Y",
  "method": "ωB97M-V with the def2-TZVPD basis set",
  "homo_energy_ha": -0.4582,
  "de_lowest_kj_mol": 0.0,
  "e_lumo_ev": -5.262,
  "e_tot_ev": -10417.790,
  "total_charge": 1,
  "symbols": ["Y", "O", "O", "O", "C", "C", "C", "H", "H", "H", "H", "H", "H", "H", "H"],
  "coordinates": [[1.274, 1.343, -0.396], [-0.157, -0.362, -1.030], [-0.368, 2.417, -0.576], [2.260, -0.182, 1.702], [-1.361, 1.503, -0.167], [-0.742, 0.167, 0.232], [0.176, -1.728, -0.962], [-1.922, 1.871, 0.716], [0.795, -1.940, -0.073], [0.731, -1.992, -1.870], [-2.079, 1.361, -1.004], [-1.497, -0.549, 0.588], [2.477, 0.545, 2.290], [1.157, -0.131, 1.423], [-0.745, -2.325, -0.875]]
}



{
  "formula": "C3H8O4",
  "method": "ωB97M-V with the def2-TZVPD basis set",
  "homo_energy_ha": -0.3750,
  "de_lowest_kj_mol": 161.1,
  "e_lumo_ev": 0.586,
  "e_tot_ev": -11429.599,
  "total_charge": 0,
  "smiles": "O=C(O)CCO.O",
  "symbols": ["O", "O", "O", "O", "C", "C", "C", "H", "H", "H", "H", "H", "H", "H", "H"],
  "coordinates": [[-0.308, 2.395, 1.805], [5.093, -4.335, -1.242], [-0.804, 0.972, -1.537], [-2.068, 2.743, 0.309], [-1.494, 0.485, 0.907], [-1.576, 0.152, -0.626], [-1.396, 2.098, 1.084], [5.861, -4.295, -0.651], [4.684, -5.200, -1.276], [-1.081, -0.809, -0.657], [-2.604, 0.262, -0.999], [-0.458, 0.113, 1.078], [-0.266, 3.402, 1.623], [-2.404, 0.186, 1.451], [-1.179, 1.831, -1.269]]
}